Record 1
Molecular formula: C42H80Br2F6NiO20S8
Method: DFT, ωB97M-V/def2-TZVPD

Geometry as ORCA input:
```
! wB97M-V def2-TZVPD RIJCOSX def2/J DEFGRID3
* xyz 0 3
Ni 28.43 32.64 32.99
C 25.82 32.75 35.02
O 26.07 31.34 34.90
O 26.98 33.36 34.43
C 24.40 33.02 34.57
F 24.19 34.34 34.63
F 24.14 32.67 33.32
F 23.50 32.50 35.39
C 26.27 30.65 36.18
C 25.83 29.22 36.01
H 24.80 29.11 35.68
H 26.49 28.78 35.27
H 25.96 28.55 36.86
H 25.61 30.91 37.01
H 27.24 30.78 36.66
H 25.82 32.99 36.08
C 29.93 29.83 34.50
O 31.31 30.08 34.80
O 29.40 31.04 33.97
C 29.93 28.61 33.41
F 30.87 27.71 33.60
F 28.79 27.91 33.55
F 29.99 28.95 32.10
C 31.67 30.05 36.19
C 33.13 30.47 36.22
H 33.95 29.75 36.21
H 33.34 31.35 35.61
H 33.29 30.83 37.24
H 31.66 29.05 36.63
H 31.08 30.71 36.82
H 29.30 29.59 35.36
C 30.81 30.28 40.32
C 31.27 28.95 39.65
C 30.61 27.76 40.50
S 28.92 28.35 41.02
O 28.83 28.07 42.47
O 28.04 27.77 40.05
C 29.32 30.17 40.66
H 30.93 31.20 39.75
H 31.31 30.53 41.26
H 32.36 28.94 39.62
H 30.94 28.90 38.61
H 31.21 27.71 41.40
H 30.42 26.82 39.99
H 28.96 30.79 41.48
H 28.65 30.40 39.83
C 36.92 35.83 33.61
C 37.74 34.65 34.11
C 36.91 33.49 34.48
S 35.17 34.05 34.34
O 34.58 34.63 35.53
O 34.44 33.03 33.60
C 35.51 35.35 33.17
H 37.39 36.24 32.72
H 36.98 36.66 34.31
H 38.30 34.97 34.99
H 38.33 34.37 33.23
H 37.04 33.04 35.47
H 37.08 32.60 33.87
H 34.68 36.03 33.37
H 35.59 34.86 32.20
C 26.56 28.59 29.95
C 26.20 28.40 31.43
C 25.15 29.51 31.74
S 25.87 30.99 30.95
O 26.90 31.49 31.89
O 24.87 31.83 30.28
C 26.95 30.08 29.74
H 25.66 28.46 29.36
H 27.26 27.81 29.64
H 27.11 28.42 32.03
H 25.87 27.36 31.47
H 25.00 29.74 32.79
H 24.18 29.44 31.25
H 27.99 30.19 30.04
H 26.90 30.53 28.75
C 30.43 34.08 36.83
C 30.26 35.64 36.70
C 29.79 35.79 35.23
S 30.86 34.62 34.25
O 32.13 35.28 33.90
O 30.02 33.87 33.30
C 31.26 33.61 35.60
H 29.39 33.72 36.81
H 30.87 33.67 37.74
H 31.14 36.26 36.84
H 29.53 36.11 37.37
H 29.79 36.74 34.70
H 28.78 35.38 35.17
H 32.32 33.76 35.79
H 31.15 32.55 35.41
C 32.63 25.31 34.86
C 33.20 26.40 35.77
C 34.52 25.78 36.32
S 35.30 25.03 34.82
O 35.88 23.78 35.30
O 36.11 26.03 34.06
C 33.76 24.82 33.90
H 31.76 25.70 34.33
H 32.34 24.50 35.53
H 32.49 26.56 36.58
H 33.56 27.29 35.25
H 34.20 24.93 36.92
H 35.21 26.38 36.91
H 33.71 23.79 33.52
H 33.96 25.42 33.02
C 39.50 27.63 35.82
C 39.60 28.49 37.02
C 38.11 28.94 37.37
S 37.50 29.53 35.62
O 37.94 30.87 35.46
O 36.09 29.16 35.54
C 38.66 28.30 34.77
H 38.97 26.71 36.05
H 40.50 27.45 35.43
H 40.21 29.40 36.97
H 39.99 28.01 37.92
H 37.95 29.76 38.07
H 37.45 28.11 37.61
H 39.10 28.81 33.92
H 37.93 27.57 34.40
C 28.27 26.82 36.79
C 27.17 25.80 36.87
C 27.41 24.60 35.92
S 29.17 24.25 36.20
O 29.66 23.72 34.91
O 29.32 23.43 37.38
C 29.59 26.04 36.51
H 28.37 27.54 37.60
H 28.12 27.47 35.93
H 26.28 26.40 36.69
H 27.15 25.46 37.91
H 27.22 25.05 34.95
H 26.93 23.63 36.11
H 30.11 26.42 35.62
H 30.28 26.06 37.35
C 33.16 32.35 30.18
C 32.63 33.82 30.10
C 31.15 33.81 29.79
S 30.57 32.09 30.09
O 30.39 31.40 28.81
O 29.52 32.14 31.11
C 32.14 31.57 30.96
H 34.15 32.28 30.61
H 33.28 31.86 29.21
H 33.17 34.40 29.34
H 32.74 34.26 31.09
H 30.99 34.03 28.73
H 30.59 34.40 30.52
H 32.17 30.49 31.00
H 32.03 32.02 31.95
Br 36.76 30.25 32.16
C 34.79 29.95 32.68
C 34.43 28.46 32.70
Br 34.78 27.70 30.93
H 34.16 30.42 31.91
H 34.56 30.50 33.59
H 33.40 28.25 33.02
H 34.98 27.85 33.42
*
```

Results
* <S²>: 2.00
* DFT total energy: -369909.6814 eV
* HOMO-LUMO gap (spin up / spin down): 8.61 / 8.42 eV



Record 2
Molecular formula: Cl2OS
Method: DFT, ωB97M-V/def2-TZVPD

Geometry as ORCA input:
```
! wB97M-V def2-TZVPD RIJCOSX def2/J DEFGRID3
* xyz 0 1
O 1.10 -0.66 0.54
S -0.97 0.49 0.58
Cl 2.19 0.10 -0.30
Cl -2.32 0.07 -0.82
*
```

Results
* energy relative to the best compared isomer or geometry (same formula, charge and spin): 416.9 kJ/mol
* DFT total energy: -37922.8696 eV
* HOMO-LUMO gap (spin up / spin down): 6.77 / 6.77 eV



Record 3
Molecular formula: C3H5FN4
Method: DFT, ωB97M-V/def2-TZVPD

Geometry as ORCA input:
```
! wB97M-V def2-TZVPD RIJCOSX def2/J DEFGRID3
* xyz 0 1
C -3.00 -0.16 0.32
C -0.07 -0.96 -0.06
C 1.30 1.04 -0.08
N -2.15 0.64 -0.01
N -1.10 1.16 0.22
N 0.06 0.37 0.17
N 1.08 -1.64 0.02
F -4.14 -0.40 -0.37
H 1.10 1.99 -0.50
H 2.06 1.20 0.68
H 1.94 0.59 -0.81
H 1.01 -2.60 0.17
H 1.92 -1.24 0.27
*
```

Results
* energy relative to the best compared isomer or geometry (same formula, charge and spin): 587.5 kJ/mol
* DFT total energy: -11863.4260 eV
* HOMO-LUMO gap (spin up / spin down): 8.30 / 8.30 eV